No. 1
11
Properties=species:S:1:pos:R:3:nbo_charge:R:1 method="wB97M-V/def2-TZVPD" charge=+1 multiplicity=3 gap_ev="8.540 / 9.651"
O 0.714 1.154 -0.585 -0.8252
O 0.615 -0.023 1.273 -0.7950
H 0.884 -0.830 1.724 0.5486
Cu 1.307 1.826 1.147 0.8626
H 1.009 1.140 -1.501 0.5445
C 0.294 -0.225 -0.095 0.3756
C -1.169 -0.474 -0.312 -0.6839
H 0.952 -0.984 -0.537 0.2011
H -1.767 -0.023 0.491 0.2548
H -1.486 -0.005 -1.253 0.2601
H -1.354 -1.555 -0.353 0.2568

No. 2
11
Properties=species:S:1:pos:R:3:nbo_charge:R:1 method="wB97M-V/def2-TZVPD" charge=+1 gap_ev=9.546
C 2.140 0.023 -0.269 -0.1134
C -1.871 -0.497 0.488 -1.0842
F -1.254 1.653 -0.715 -0.5253
F 0.757 0.304 -0.425 -0.4073
P -1.361 0.165 -1.230 1.6389
H 2.661 -0.429 -1.055 0.2046
H 2.659 0.979 -0.154 0.2027
H 2.086 -0.465 0.638 0.1916
H -1.138 -1.267 0.896 0.2983
H -2.985 -0.793 0.648 0.3138
H -1.694 0.326 1.178 0.2803

No. 3
29
Properties=species:S:1:pos:R:3:mulliken_charge:R:1 method="wB97M-V/def2-TZVPD" charge=+1 gap_ev=6.342
In -0.586 -0.275 -0.251 1.6865
N -0.844 1.791 -0.298 0.2092
S -1.875 2.891 -0.452 0.9581
O -2.177 3.417 -1.739 -0.5013
O -2.083 3.701 0.758 -0.5037
F -3.149 1.908 -0.400 -0.3323
S 0.485 2.885 -0.528 1.0058
O 0.686 3.995 0.410 -0.4985
O 0.759 3.102 -1.941 -0.5153
F 1.579 1.811 0.004 -0.1719
N 0.004 -1.850 -1.488 0.1282
S 0.996 -2.938 -1.409 0.9901
O 2.158 -2.852 -2.302 -0.5130
O 0.525 -4.229 -0.945 -0.5231
F 1.661 -2.379 -0.059 -0.3672
S -0.849 -2.590 -2.825 0.9582
O -1.970 -3.486 -2.521 -0.4566
O -0.252 -2.743 -4.143 -0.4412
F -1.570 -1.162 -3.077 -0.2788
C 0.249 -0.781 2.558 -0.7097
C 0.979 0.582 2.541 -0.5274
O 0.450 1.351 1.397 -0.4495
O 0.437 -1.552 1.394 -0.4789
H -0.815 -0.666 2.763 0.2824
H 0.747 -1.396 3.307 0.5702
H 2.057 0.435 2.480 0.3538
H 0.829 1.062 3.508 0.4326
H 0.644 2.281 1.534 0.2842
H 0.921 -2.313 1.724 0.4087

No. 4
17
Properties=species:S:1:pos:R:3:nbo_charge:R:1 method="wB97M-V/def2-TZVPD" charge=-2 gap_ev=6.507
Hf 29.131 -2.235 -25.608 2.7051
F 31.441 -2.268 -25.562 -0.8138
F 29.733 -1.229 -27.447 -0.7945
F 29.303 -3.027 -23.514 -0.8119
F 29.788 -0.476 -24.523 -0.7781
F 27.410 -0.833 -25.779 -0.8200
F 29.715 -4.305 -25.937 -0.8001
C 26.399 -3.179 -27.296 -0.0644
C 26.007 -3.503 -25.855 -0.0704
O 27.157 -3.334 -25.022 -0.7081
O 27.782 -3.087 -27.523 -0.6887
H 25.889 -2.282 -27.664 0.1752
H 25.922 -3.938 -27.936 0.1342
H 25.601 -4.516 -25.766 0.1447
H 25.285 -2.813 -25.411 0.1788
H 26.883 -3.469 -24.112 0.5098
H 28.010 -3.380 -28.405 0.5023

No. 5
12
Properties=species:S:1:pos:R:3:nbo_charge:R:1 method="wB97M-V/def2-TZVPD" charge=+2 gap_ev=3.470
In 8.300 15.112 -14.078 0.9994
F 11.130 16.805 -16.714 -0.2143
C 15.739 15.963 -16.951 -0.1173
C 15.223 14.549 -17.080 -0.0893
O 14.111 14.612 -17.882 -0.3338
O 14.950 16.796 -16.064 -0.4084
H 15.719 16.430 -17.936 0.3016
H 16.709 16.096 -16.473 0.2965
H 14.912 14.282 -16.070 0.3165
H 15.954 13.842 -17.472 0.2823
H 13.734 15.420 -17.526 0.4757
H 14.028 16.863 -16.320 0.4911

No. 6
10
Properties=species:S:1:pos:R:3:nbo_charge:R:1 method="wB97M-V/def2-TZVPD" gap_ev=10.628 smiles="C=NC.F"
C -0.035 1.122 -0.345 -0.1279
N -0.299 -0.125 -0.556 -0.3797
C -0.969 -0.992 0.224 -0.4335
H 0.621 1.582 -1.122 0.1988
H -0.434 1.670 0.530 0.1621
H -1.796 -1.339 -0.270 0.2200
H -0.424 -1.928 0.448 0.2235
H -1.327 -0.520 1.212 0.1467
F 2.768 0.189 -0.061 -0.5620
H 1.894 0.339 -0.059 0.5519